1.
Here is a molecular structure, CH2Na12O4 in a non-equilibrium geometry from the OMol25 dataset. Energies are from the ωB97M-V functional and the def2-TZVPD basis.

The value obtained for the HOMO energy is -25.36 eV. The calculated total energy is -2282.7480 a.u. Its gap between HOMO and LUMO is 3.0629 eV. As for the lowest unoccupied orbital energy: -22.30 eV.

ORCA input file:
```
! RIJCOSX wB97M-V def2-TZVPD def2/J DEFGRID3
* xyz 10 1
Na -2.222 -8.418 20.369
Na -6.556 -10.862 16.309
Na 3.445 -8.299 13.584
Na -2.377 -7.177 15.096
Na 1.529 -18.163 14.521
Na 0.003 -15.025 10.445
Na 3.927 -10.726 19.066
Na -0.551 -9.356 9.657
Na -5.411 -12.954 10.928
Na -0.083 -15.111 19.806
Na -4.043 -16.345 15.794
Na 5.147 -13.669 13.802
C -0.758 -12.092 15.132
O -1.708 -11.736 14.436
O -0.327 -11.248 15.909
O -0.285 -13.195 15.003
O 3.482 -6.270 18.024
H 2.586 -6.028 18.258
H 4.022 -5.566 18.384
*
```

And the natural (NBO) charges, in e, turn out to be: 0.9996, 0.9989, 0.9989, 0.9960, 0.9996, 0.9938, 0.9976, 0.9988, 0.9952, 0.9987, 0.9970, 0.9989, 0.8889, -0.9759, -0.9432, -0.9435, -0.9806, 0.4647, 0.5168

---

2.
Here is CH2O in the gas phase in a non-equilibrium geometry from the OMol25 dataset. Energies are from the ωB97M-V functional and the def2-TZVPD basis.

The value obtained for the HOMO energy is -10.19 eV. The calculated total energy is -114.4935 a.u. Its SMILES is C=O. Its gap between HOMO and LUMO is 10.8925 eV. As for the lowest unoccupied orbital energy: 0.70 eV. Its energy relative to the best compared isomer or geometry (same formula, charge and spin) is 9.27 kcal/mol.

ORCA input file:
```
! RIJCOSX wB97M-V def2-TZVPD def2/J DEFGRID3
* xyz 0 1
C 0.026 -0.075 -0.045
O 1.241 -0.063 -0.013
H -0.492 1.036 0.021
H -0.776 -0.898 0.037
*
```

And the natural (NBO) charges, in e, turn out to be: 0.2719, -0.4902, 0.0853, 0.1329

---

3.
Here is 2 unconnected molecules or ions with the total composition CH2O2 in a non-equilibrium geometry from the OMol25 dataset. Energies are from the ωB97M-V functional and the def2-TZVPD basis.

The value obtained for the HOMO energy (spin up / spin down) is -10.83 / -9.34 eV. The calculated total energy is -189.4704 a.u. Its gap between HOMO and LUMO (spin up / spin down) is 10.7585 / 9.0571 eV. As for the lowest unoccupied orbital energy (spin up / spin down): -0.08 / -0.28 eV. Its energy relative to the best compared isomer or geometry (same formula, charge and spin) is 199.73 kcal/mol.

ORCA input file:
```
! RIJCOSX wB97M-V def2-TZVPD def2/J DEFGRID3
* xyz 0 1
C -0.126 0.162 0.280
O -0.185 -1.149 0.532
O 1.007 -0.371 0.737
H 0.016 0.438 -2.317
H -0.713 0.920 0.769
*
```

And the natural (NBO) charges, in e, turn out to be: 0.3645, -0.2466, -0.2455, -0.0342, 0.1619